C21H26O3S | ωB97M-V/def2-TZVPD

The geometry in ORCA input format:
```
! RIJCOSX wB97M-V def2-TZVPD def2/J DEFGRID3
* xyz 0 1
C -2.20 -0.48 -1.54
C -2.02 -0.40 -0.09
C -2.10 0.77 0.68
C -2.90 0.82 1.88
C -3.75 -0.35 2.26
C -2.94 1.97 2.65
C -2.24 3.13 2.28
C -2.28 4.36 3.13
C -1.53 3.13 1.07
C -1.43 1.99 0.29
C -0.60 2.06 -0.96
H -2.78 -1.38 -1.81
H -2.76 0.39 -1.94
H -1.24 -0.55 -2.07
H -1.94 -1.36 0.43
H -4.28 -0.14 3.20
H -4.52 -0.54 1.49
H -3.17 -1.27 2.38
H -3.53 1.98 3.58
H -1.69 5.15 2.68
H -3.31 4.72 3.27
H -1.87 4.17 4.13
H -1.03 4.05 0.75
H 0.11 2.89 -0.87
H -0.03 1.14 -1.14
H -1.23 2.26 -1.84
C 0.86 -2.71 -5.12
C 0.47 -2.00 -3.84
O 0.84 -2.78 -2.67
C 0.92 -2.05 -1.52
C 0.68 -2.81 -0.32
S 1.36 -2.33 1.13
C 2.86 -1.35 0.94
C 2.76 0.03 0.76
C 3.85 0.87 0.99
C 5.09 0.32 1.32
C 5.24 -1.07 1.40
C 4.13 -1.90 1.20
O 1.76 -3.50 1.94
O 1.15 -0.83 -1.55
H 0.34 -2.23 -5.95
H 1.93 -2.59 -5.31
H 0.61 -3.78 -5.12
H 0.96 -1.02 -3.79
H -0.62 -1.88 -3.79
H 0.17 -3.77 -0.36
H 1.81 0.45 0.44
H 3.72 1.95 0.92
H 5.94 0.97 1.54
H 6.21 -1.51 1.62
H 4.22 -2.98 1.24
*
```

* largest force on an atom: 3.3 eV/Å
* gap between HOMO and LUMO: 3.557 eV
* E_LUMO: -2.555 eV
* highest occupied orbital energy: -6.11 eV
* energy above the lowest of the compared OMol25 structures with the same formula, charge and spin: 68.78 kcal per mole
* E_tot: -1439.53349 a.u.